Density functional theory data (wB97M-V/def2-TZVPD) for a 9-piece molecular cluster, C18H52O9 overall.

Computed properties:
Kohn-Sham gap ... 4.1 eV
LUMO energy ... 4.15 eV
ΔE to the lowest compared entry with this formula, charge and spin ... 0.0 kJ/mol
Charge ... -2
2S+1 ... 1
HOMO level ... 0.02 eV

Last columns: bonded neighbours and bond lengths (Å).
Element x y z (Å)
1 C 4.2400 1.5929 1.9229  C2 1.536, H4 1.096, H5 1.097, H6 1.094
2 C 3.4648 2.5657 2.8237  C1 1.536, O3 1.369, H7 1.115, H8 1.115
3 O 2.8533 1.9960 3.9078  C2 1.369
4 H 4.8048 0.9049 2.5619  C1 1.096
5 H 4.9310 2.0877 1.2285  C1 1.097
6 H 3.5384 0.9531 1.3793  C1 1.094
7 H 2.7839 3.1358 2.1488  C2 1.115
8 H 4.1271 3.3834 3.1935  C2 1.115
9 C 0.6000 0.2456 -1.2941  C10 1.526, H12 1.097, H13 1.093, H14 1.097
10 C 0.4813 0.6760 0.1651  C9 1.526, O11 1.391, H15 1.103, H16 1.101
11 O -0.7614 0.4848 0.7601  C10 1.391
12 H 1.6415 0.4171 -1.5914  C9 1.097
13 H -0.0453 0.7437 -2.0219  C9 1.093
14 H 0.4810 -0.8362 -1.4338  C9 1.097
15 H 0.7914 1.7335 0.2129  C10 1.103
16 H 1.2573 0.1202 0.7146  C10 1.101
17 C 1.9027 -3.7204 3.1451  C18 1.538, H20 1.097, H21 1.089, H22 1.091
18 C 1.6305 -2.3144 2.5842  C17 1.538, O19 1.420, H23 1.088, H24 1.095
19 O 1.5530 -1.4360 3.6973  C18 1.420, H25 0.962
20 H 2.0938 -4.3665 2.2798  C17 1.097
21 H 1.0326 -4.0640 3.7030  C17 1.089
22 H 2.7712 -3.7573 3.8035  C17 1.091
23 H 0.6934 -2.3178 2.0310  C18 1.088
24 H 2.4516 -2.0055 1.9297  C18 1.095
25 H 2.4419 -1.1985 3.9770  O19 0.962
26 C -1.7048 5.4759 1.8153  C27 1.515, H29 1.094, H30 1.092, H31 1.094
27 C -1.0263 4.2520 1.2340  C26 1.515, O28 1.406, H32 1.095, H33 1.098
28 O -1.5104 3.1014 1.8817  C27 1.406, H34 0.974
29 H -1.5466 5.6053 2.8901  C26 1.094
30 H -2.7822 5.3910 1.6618  C26 1.092
31 H -1.3188 6.4214 1.4235  C26 1.094
32 H 0.0597 4.3466 1.3382  C27 1.095
33 H -1.3289 4.1847 0.1804  C27 1.098
34 H -1.2465 2.3272 1.3530  O28 0.974
35 C 3.1090 1.5097 -3.8585  C36 1.529, H38 1.085, H39 1.094, H40 1.092
36 C 4.5062 1.6261 -4.4697  C35 1.529, O37 1.417, H41 1.090, H42 1.093
37 O 4.7745 2.9702 -4.8283  C36 1.417, H43 0.960
38 H 2.3034 1.6943 -4.5620  C35 1.085
39 H 3.0845 2.2202 -3.0274  C35 1.094
40 H 3.0464 0.5549 -3.3327  C35 1.092
41 H 4.5304 0.9826 -5.3496  C36 1.090
42 H 5.2574 1.2861 -3.7523  C36 1.093
43 H 4.8181 3.5191 -4.0420  O37 0.960
44 C -3.9649 2.2174 -2.7231  C45 1.511, H47 1.091, H48 1.091, H49 1.091
45 C -2.7909 1.6788 -1.9385  C44 1.511, O46 1.414, H50 1.098, H51 1.099
46 O -3.1060 1.5089 -0.5705  C45 1.414, H52 0.982
47 H -3.7544 2.2422 -3.7933  C44 1.091
48 H -4.1624 3.2385 -2.3937  C44 1.091
49 H -4.8300 1.5747 -2.5533  C44 1.091
50 H -1.9234 2.3497 -1.9965  C45 1.098
51 H -2.4135 0.7382 -2.3629  C45 1.099
52 H -2.2520 1.3119 -0.1267  O46 0.982
53 C -3.0433 -3.3810 -0.9353  C54 1.517, H56 1.097, H57 1.092, H58 1.091
54 C -2.2074 -2.1153 -0.8993  C53 1.517, O55 1.438, H59 1.092, H60 1.092
55 O -1.3167 -2.2409 0.2227  C54 1.438, H61 0.986
56 H -3.6145 -3.4492 -1.8692  C53 1.097
57 H -3.8237 -3.4416 -0.1734  C53 1.092
58 H -2.4706 -4.3062 -0.8575  C53 1.091
59 H -2.8697 -1.2734 -0.6897  C54 1.092
60 H -1.6120 -2.0337 -1.8113  C54 1.092
61 H -0.9323 -1.3423 0.3497  O55 0.986
62 C 2.3856 -5.0219 -1.6425  C63 1.509, H65 1.088, H66 1.090, H67 1.095
63 C 1.4870 -3.8271 -1.4371  C62 1.509, O64 1.428, H68 1.099, H69 1.095
64 O 0.3695 -4.2193 -0.6400  C63 1.428, H70 0.981
65 H 1.8537 -5.8456 -2.1148  C62 1.088
66 H 2.8775 -5.3358 -0.7217  C62 1.090
67 H 3.2130 -4.7082 -2.2883  C62 1.095
68 H 1.0256 -3.4514 -2.3614  C63 1.099
69 H 2.0245 -2.9545 -1.0502  C63 1.095
70 H -0.1426 -3.4120 -0.4209  O64 0.981
71 C -4.9075 -1.5191 2.2736  C72 1.513, H74 1.091, H75 1.096, H76 1.094
72 C -4.2684 -0.1526 2.1569  C71 1.513, O73 1.411, H77 1.093, H78 1.097
73 O -2.9171 -0.1792 2.5618  C72 1.411, H79 0.970
74 H -4.3278 -2.2540 1.7132  C71 1.091
75 H -5.9278 -1.5532 1.8753  C71 1.096
76 H -4.9758 -1.8686 3.3079  C71 1.094
77 H -4.7791 0.6623 2.6754  C72 1.093
78 H -4.3162 0.0949 1.0893  C72 1.097
79 H -2.3711 -0.2239 1.7616  O73 0.970